13
Properties=species:S:1:pos:R:3 method="wB97M-V/def2-TZVPD" smiles="C=C1CCC1" fmax_ev_per_a=2.1 lumo_energy_ev=1.191 de_lowest_ev=1.858 homo_lumo_gap_ev=9.93
C -0.37 -1.48 -1.28
C -0.25 -0.52 -0.38
C 0.50 -0.45 0.92
C 0.35 1.10 0.84
C -0.61 0.94 -0.37
H -0.14 -2.51 -1.01
H -0.08 -1.01 -2.20
H 1.53 -0.83 0.80
H 0.01 -0.97 1.74
H 1.28 1.60 0.54
H -0.06 1.57 1.73
H -0.50 1.58 -1.25
H -1.66 0.98 -0.06